19
Properties=species:S:1:pos:R:3:nbo_charge:R:1 method="wB97M-V/def2-TZVPD" gap_ha=0.3505 charge=0 fmax_ha_per_bohr=0.09979 spin_multiplicity=1 lumo_ev=0.88 smiles=Cc1n[nH]c2c1C2(C)C
C -2.4235 -1.6523 0.1042 -0.63
C -1.6986 -0.3426 -0.0811 0.13
N -2.3369 0.7677 -0.3476 -0.26
N -1.3828 1.6838 -0.3300 -0.33
C -0.1145 1.1889 -0.3785 0.04
C -0.3285 -0.1935 -0.2815 -0.19
C 1.0546 0.2760 -0.0738 0.09
C 2.2296 0.2723 -1.0669 -0.61
C 1.6021 0.1023 1.3668 -0.64
H -3.4362 -1.3379 0.2569 0.23
H -2.3082 -2.2902 -0.7678 0.22
H -2.2090 -2.2654 1.0871 0.22
H -1.4619 2.7427 -0.4859 0.42
H 2.7825 1.2076 -1.0415 0.22
H 1.8977 0.1179 -2.0605 0.22
H 2.9533 -0.4116 -0.6740 0.21
H 2.6964 0.3794 1.2996 0.20
H 1.3877 -0.9009 1.3084 0.23
H 1.0962 0.6558 2.1661 0.23